(1)
Formula: C40H68Br2O8
Source: the OMol25 dataset
Level of theory: wB97M-V/def2-TZVPD

Cartesian coordinates (Å):
C 5.2591 -3.1743 3.0611
C 5.5167 -1.9778 2.0303
C 6.5051 -2.3922 0.7946
C 5.6083 -2.7253 -0.4989
C 5.6631 -1.6248 -1.6635
C 4.8288 -0.2721 -1.3363
C 3.7458 0.0583 -2.4794
C 2.9044 1.4102 -2.2262
C 1.3154 1.1025 -1.9503
C 1.0499 1.4455 -0.4088
C -0.2726 0.7931 0.2342
C -0.7093 -0.6137 -0.3687
C 0.2698 -1.8487 -0.3849
C 1.7429 -1.8374 0.2200
C 1.7298 -2.3457 1.7536
C 0.2580 -2.3075 2.4369
C -0.2037 -3.2180 -1.0005
O 0.7002 -4.3346 -1.0251
C -1.6188 -3.4396 -1.5924
C -1.9798 -4.9135 -2.1416
C -2.2688 -5.8239 -0.8434
O -1.8133 -7.1892 -0.9409
C -0.3819 -7.3119 -0.7880
C 0.1566 -6.9535 0.6922
C -2.5885 -2.2386 -1.5727
C -2.1329 -0.8530 -0.9721
C -3.2687 0.2922 -1.0140
O -3.0226 1.4959 -1.2891
C -4.7629 -0.2531 -0.7268
C -5.8483 0.5242 0.1441
Br -6.3004 -0.4299 1.8683
C -5.4340 2.0190 0.5577
C -4.2781 1.8777 1.6984
Br -6.9325 3.0229 1.4144
C -5.1760 -1.5149 -1.2738
C -6.6255 -2.1472 -1.1081
C -4.1000 -2.3748 -2.1229
O -4.4207 -3.0490 -3.1281
H 4.8292 -4.1266 2.5899
H 6.1877 -3.4560 3.6859
H 4.4727 -2.8325 3.8405
H 6.0184 -1.1313 2.6201
H 4.5550 -1.5661 1.5592
H 7.2819 -1.5790 0.6108
H 6.9709 -3.3977 1.1287
H 6.0437 -3.6991 -0.9517
H 4.5615 -2.9935 -0.1325
H 6.7789 -1.4193 -1.8664
H 5.2785 -2.1500 -2.6217
H 5.6165 0.5883 -1.3895
H 4.4162 -0.2406 -0.2695
H 3.0952 -0.8821 -2.5959
H 4.2951 0.1914 -3.4899
H 3.3413 1.9390 -1.2969
H 3.0036 2.1673 -3.0856
H 1.1693 0.0106 -2.2387
H 0.7095 1.8016 -2.6344
H 0.9202 2.5948 -0.3490
H 1.9593 1.2178 0.2691
H -1.0876 1.5915 0.2299
H -0.0310 0.6031 1.3516
H 2.3594 -2.5716 -0.4278
H 2.2834 -0.8376 0.1544
H 2.3978 -1.6087 2.3431
H 2.1567 -3.4104 1.7588
H -0.3784 -3.1471 1.9780
H -0.2572 -1.2877 2.3085
H 0.4434 -2.4838 3.5632
H 1.3474 -4.1145 -1.7396
H -1.0157 -5.2911 -2.6503
H -2.8094 -4.9158 -2.9203
H -1.8912 -5.2505 0.0679
H -3.4197 -5.8721 -0.7286
H -0.1426 -8.4351 -0.9321
H 0.2184 -6.7794 -1.6207
H 1.2998 -7.0683 0.7870
H -0.2936 -7.6809 1.4627
H -0.0890 -5.8908 1.0277
H -6.8118 0.6039 -0.4862
H -5.0632 2.6440 -0.3382
H -4.7162 1.9889 2.7494
H -3.4831 2.7111 1.5961
H -3.7089 0.8775 1.6090
H -6.9064 -2.7175 -2.0734
H -6.6120 -2.9576 -0.2832
H -7.4458 -1.4090 -0.8277
C 10.3352 3.7047 -2.6335
O 9.8356 4.2065 -1.3995
C 8.4123 4.2699 -1.3768
C 7.8078 3.0701 -0.6515
O 8.0691 1.8519 -1.3456
C 9.1682 1.1377 -0.7972
H 11.3749 3.4026 -2.4817
H 9.7648 2.8494 -2.9967
H 10.3179 4.5004 -3.3825
H 8.0105 4.3572 -2.3925
H 8.1427 5.1791 -0.8300
H 6.7207 3.1927 -0.6164
H 8.1708 3.0116 0.3810
H 8.8503 0.6015 0.1019
H 10.0063 1.7951 -0.5522
H 9.5063 0.4106 -1.5394
C -10.5797 8.6194 2.4350
O -11.2228 7.6509 1.6152
C -10.2923 6.8510 0.8901
C -10.0579 5.5047 1.5709
O -9.4310 5.6644 2.8428
C -10.3593 5.6085 3.9168
H -11.3058 8.9799 3.1686
H -9.7149 8.2123 2.9597
H -10.2683 9.4670 1.8193
H -9.3476 7.3871 0.7461
H -10.7295 6.6703 -0.0971
H -9.3797 4.9110 0.9503
H -10.9954 4.9455 1.6697
H -10.6155 4.5670 4.1315
H -11.2715 6.1716 3.7033
H -9.8850 6.0433 4.7998

SMILES = CCCCCCCCCCCc1c(CCC)c(O)c(CCOCC)c2c1C(=O)C([C@@H](Br)[C@H](C)Br)=C(C)C2=O.COCCOC.COCCOC
orbital gap = 7.69 eV
multiplicity = 1
E_HOMO = -8.8980 eV

These are the Mulliken partial charges, in e, on atoms 1 to 99: -1.19, 0.40, -0.33, -0.28, -0.73, 0.39, -0.70, -0.79, -0.19, -0.91, -0.49, 0.11, 0.66, 1.42, -0.31, -0.81, -0.62, -0.56, 0.22, -0.65, -0.24, -0.43, -0.07, -0.67, 0.41, 0.24, -0.11, -0.59, 0.76, -1.17, -0.03, -0.12, -1.07, -0.15, 0.47, -1.34, 0.26, -0.59, 0.24, 0.37, 0.31, 0.33, -0.46, -0.04, 0.35, 0.40, -0.13, 0.26, 0.38, -0.29, 0.06, 0.32, 0.40, 0.30, 0.41, 0.04, 0.40, 0.46, 0.31, 0.19, 0.16, -0.18, -0.99, 0.28, 0.18, 0.09, 0.06, 0.43, 0.27, 0.20, 0.42, 0.16, 0.26, 0.33, 0.06, 0.30, 0.32, -0.02, 0.54, 0.47, 0.46, 0.24, 0.26, 0.37, 0.28, 0.25, -0.71, -0.38, -0.65, -0.39, -0.27, -0.88, 0.25, 0.29, 0.33, 0.32, 0.39, 0.35, 0.35

(2)
Formula: C2H7BrNOP
Source: the OMol25 dataset
Level of theory: wB97M-V/def2-TZVPD

Cartesian coordinates (Å):
O 2.2705 1.8251 -0.9428
P 2.1966 1.2647 0.3960
Br 2.9695 -0.8646 0.2636
C -0.3668 -1.3319 0.0473
N -0.5579 -0.0560 0.6822
C -1.1518 0.8905 -0.1312
H 0.2627 -2.0891 0.5435
H -1.2491 -1.9090 -0.3326
H 0.0946 -1.1262 -1.0817
H -0.5037 -0.0625 1.6233
H -1.7043 1.5930 0.5120
H -0.4792 1.5243 -0.6843
H -1.7811 0.3418 -0.8952

energy relative to the best compared isomer or geometry (same formula, charge and spin) = 58.5 kJ/mol
SMILES = O=PBr.CNC
orbital gap = 8.18 eV
multiplicity = 1
E_HOMO = -8.8370 eV

Charges in e, computed with Mulliken, in the same order as the atoms: -0.37, 0.51, -0.21, -0.96, -0.08, -0.89, 0.34, 0.31, 0.29, 0.20, 0.33, 0.25, 0.28

(3)
Formula: C3H24ClN6O13
Source: the OMol25 dataset
Level of theory: wB97M-V/def2-TZVPD

Cartesian coordinates (Å):
Cl -0.4118 -0.2248 0.0943
O 0.3084 -1.5275 0.2576
O -1.7844 -0.4140 -0.4127
O -0.3880 0.4738 1.2937
O 0.3498 0.4793 -0.8843
O -0.4958 2.8338 -0.2881
H -0.7340 2.0022 -0.6979
H 0.2421 3.1543 -0.8068
O 1.6637 1.8925 0.8774
H 2.2582 2.4433 0.3681
H 1.5281 1.1176 0.3321
O -1.1731 -0.4251 -2.7194
H -1.9720 0.0790 -2.8741
H -1.1973 -0.6327 -1.7853
O -1.4582 -1.2496 3.1001
H -1.7054 -0.5527 2.4923
H -0.9901 -0.7997 3.8035
O 0.6576 -0.0310 3.0989
H 0.5228 0.0381 2.1538
H 0.1186 0.6676 3.4699
O -1.7668 -2.3006 1.3194
H -2.1015 -3.0461 0.8210
H -1.6781 -1.6001 0.6731
C 2.7025 -2.3339 -0.7024
O 3.8299 -2.7312 -0.6861
N 2.4192 -1.0848 -0.5026
N 1.6255 -3.0606 -0.8580
H 1.4493 -0.8756 -0.3142
H 3.1759 -0.4236 -0.4006
H 0.7846 -2.5215 -0.7080
H 1.7751 -3.9700 -1.2710
C 1.5345 -0.6062 -3.0244
O 0.4041 -1.0130 -3.3922
N 2.6511 -1.2629 -3.0063
N 1.8165 0.6164 -2.6118
H 3.3205 -0.9332 -2.3255
H 2.6367 -2.2396 -3.2629
H 1.0747 1.2521 -2.3553
H 2.7220 0.9431 -2.3059
C -2.6641 2.5891 1.5399
O -1.8331 3.3692 1.1323
N -3.5840 2.9382 2.3649
N -2.6457 1.2959 1.2506
H -3.5847 3.8737 2.7456
H -4.1823 2.2448 2.7907
H -1.9698 0.9680 0.5756
H -3.2510 0.5878 1.6409

energy relative to the best compared isomer or geometry (same formula, charge and spin) = 1130.1 kJ/mol
orbital gap = 7.52 eV
multiplicity = 1
total charge = -1
E_HOMO = -4.7427 eV

Charges in e, computed with Mulliken, in the same order as the atoms: 1.44, -0.90, -0.92, -0.84, 0.19, -0.50, 0.26, 0.31, -0.58, 0.26, 0.27, -0.55, 0.22, 0.14, -0.64, 0.42, 0.38, -0.88, 0.52, 0.34, -0.60, 0.30, 0.34, 0.26, -0.74, -0.45, -0.30, -0.03, 0.36, 0.31, 0.20, 0.52, -0.63, -0.46, -0.32, 0.30, 0.28, 0.25, 0.23, 0.62, -0.62, -0.44, -0.12, 0.28, 0.15, 0.04, 0.31

(4)
Formula: C50H45As2CrNP2
Source: the OMol25 dataset
Level of theory: wB97M-V/def2-TZVPD

Cartesian coordinates (Å):
Cr 0.2900 -0.0091 -0.2986
N 0.3589 -1.6737 2.1799
P -0.3468 -2.1719 0.7120
C 0.4271 -3.6964 0.1677
C 1.5441 -3.6238 -0.6621
C 2.2421 -4.7732 -0.9973
C 1.8242 -6.0005 -0.5021
C 0.7124 -6.0834 0.3284
C 0.0139 -4.9354 0.6639
C -2.0744 -2.5193 1.0383
C -2.8032 -3.2802 0.1234
C -4.1626 -3.4673 0.3115
C -4.7964 -2.9003 1.4095
C -4.0768 -2.1325 2.3136
C -2.7171 -1.9317 2.1265
P 1.5204 -0.4678 1.8739
C 1.2971 0.8316 3.0984
C 0.6038 0.6093 4.2861
C 0.4363 1.6446 5.1924
C 0.9643 2.9007 4.9207
C 1.6544 3.1257 3.7392
C 1.8134 2.0955 2.8243
C 3.1487 -1.1752 2.1888
C 3.3368 -2.5562 2.1985
C 4.6006 -3.0833 2.4237
C 5.6793 -2.2368 2.6244
C 5.4972 -0.8599 2.6063
C 4.2375 -0.3277 2.3937
H 0.4211 -2.2980 2.9789
H 1.8958 -2.6657 -1.0346
H 3.1119 -4.7140 -1.6372
H 2.3657 -6.8997 -0.7641
H 0.3911 -7.0429 0.7099
H -0.8581 -5.0048 1.3037
H -2.3138 -3.7396 -0.7277
H -4.7245 -4.0642 -0.3939
H -5.8554 -3.0613 1.5622
H -4.5726 -1.6992 3.1719
H -2.1574 -1.3344 2.8362
H 0.1833 -0.3623 4.5143
H -0.1012 1.4712 6.1148
H 0.8333 3.7041 5.6329
H 2.0631 4.1044 3.5244
H 2.3369 2.2912 1.8930
H 2.5076 -3.2324 2.0348
H 4.7374 -4.1559 2.4446
H 6.6640 -2.6481 2.8009
H 6.3386 -0.1999 2.7675
H 4.1131 0.7480 2.4065
C -1.5989 2.1835 -2.5399
C -0.2231 2.8305 -2.5149
As 0.6226 2.5060 -0.7713
C 2.2255 3.5565 -0.7754
C 2.4516 4.5347 0.1877
C 3.6399 5.2539 0.1671
C 4.5924 4.9969 -0.8073
C 4.3670 4.0163 -1.7635
C 3.1859 3.2899 -1.7479
C -0.6562 3.3765 0.3777
C -0.9773 4.7206 0.1997
C -1.9598 5.3070 0.9833
C -2.6276 4.5554 1.9418
C -2.3155 3.2158 2.1192
C -1.3305 2.6285 1.3364
As -1.4826 0.2721 -2.1317
C -0.6264 -0.4598 -3.6958
C 0.1229 -1.6232 -3.5537
C 0.7603 -2.1872 -4.6512
C 0.6500 -1.5844 -5.8946
C -0.1039 -0.4274 -6.0445
C -0.7443 0.1346 -4.9506
C -3.2790 -0.3874 -2.1241
C -4.1374 0.0253 -1.1081
C -5.4435 -0.4363 -1.0875
C -5.8837 -1.3186 -2.0651
C -5.0214 -1.7433 -3.0642
C -3.7131 -1.2776 -3.1010
H -2.0989 2.3031 -3.5011
H -2.2505 2.6211 -1.7801
H -0.2880 3.9121 -2.6427
H 0.4360 2.4331 -3.2887
H 1.7113 4.7425 0.9505
H 3.8159 6.0196 0.9107
H 5.5145 5.5619 -0.8216
H 5.1115 3.8153 -2.5218
H 3.0278 2.5216 -2.4974
H -0.4613 5.3191 -0.5424
H -2.2060 6.3513 0.8458
H -3.3925 5.0181 2.5510
H -2.8302 2.6305 2.8699
H -1.0866 1.5828 1.5099
H 0.1877 -2.1220 -2.5906
H 1.3348 -3.0965 -4.5345
H 1.1464 -2.0195 -6.7514
H -0.1975 0.0338 -7.0184
H -1.3375 1.0298 -5.0899
H -3.7993 0.7068 -0.3338
H -6.1180 -0.1093 -0.3074
H -6.9052 -1.6749 -2.0480
H -5.3670 -2.4299 -3.8253
H -3.0461 -1.6072 -3.8877

orbital gap (spin up / spin down) = 8.36 / 8.53 eV
multiplicity = 5
<S²> = 6.061
total charge = +2
E_HOMO (spin up / spin down) = -13.6132 / -13.6320 eV

These are the Mulliken partial charges, in e, on atoms 1 to 99: 0.40, 0.41, 1.19, 0.60, -0.25, -1.01, -0.62, -0.83, -0.58, 0.60, -0.36, -0.72, -0.68, -0.72, -0.67, 0.27, 1.15, -0.48, -0.88, -0.76, -1.19, -0.14, 0.79, -0.21, -0.84, -0.57, -0.73, -0.81, 0.49, 0.48, 0.51, 0.46, 0.46, 0.50, 0.50, 0.47, 0.44, 0.46, 0.39, 0.40, 0.47, 0.44, 0.49, 0.45, 0.32, 0.45, 0.41, 0.45, 0.31, -1.54, -1.13, 0.46, 0.70, -0.19, -0.78, -0.57, -0.76, -0.71, 0.61, -0.11, -0.81, -0.60, -1.00, -0.03, 0.90, 0.25, -0.65, -0.69, -0.60, -0.73, -0.12, 0.30, -0.30, -0.70, -0.67, -0.80, -0.40, 0.74, 0.56, 0.60, 0.64, 0.40, 0.44, 0.41, 0.43, 0.37, 0.47, 0.45, 0.45, 0.54, 0.15, 0.37, 0.50, 0.41, 0.44, 0.39, 0.46, 0.47, 0.43

| no. | calculated total energy (eV) |
| --- | --- |
| 1 | -199035.2303 |
| 2 | -85056.0060 |
| 3 | -51565.0555 |
| 4 | -222735.5003 |